Record 1
Below is a structure of composition C23H34CrF4N4O2Si, with properties calculated with ωB97M-V with the def2-TZVPD basis set.

2S+1: 2
Total charge: +1
Electronic energy: -81621.489 eV
Frontier orbital gap (alpha / beta): 5.5 / 7.4 eV

Each line ends with the Mulliken charge.
Cartesian coordinates (Å):
Cr: 0.42634 0.01859 -0.03412  -0.2205
C: -0.07456 1.77909 3.04148  -1.4274
C: -0.16066 0.25899 2.94288  -0.4577
N: 0.81784 -0.42061 2.06368  1.2051
C: 2.20104 -0.25921 2.58048  -0.5969
C: 2.96174 1.00009 2.17938  -1.2428
C: 0.51324 -1.87401 2.13658  -1.3263
C: -0.61966 -2.31231 1.21488  -1.0640
N: -0.41006 -1.66911 -0.04972  1.4015
C: -0.77066 -2.21381 -1.21052  -1.0043
C: -0.45676 -1.48811 -2.38402  1.0275
F: 0.15914 -0.25521 -2.17682  -0.2333
C: -0.75976 -1.89821 -3.66322  0.0494
F: -0.42936 -1.11911 -4.69952  -0.3130
C: -1.41276 -3.10001 -3.87452  -0.5536
C: -1.74716 -3.84421 -2.75172  0.1895
F: -2.39526 -4.99701 -2.92042  -0.3067
C: -1.45146 -3.43251 -1.46302  0.4616
F: -1.86316 -4.20991 -0.44282  -0.3617
H: -1.00686 2.13229 3.47668  0.4458
H: 0.03634 2.24689 2.06608  0.2351
H: 0.72624 2.10969 3.69798  0.3669
H: -1.13936 -0.00021 2.54088  -0.0277
H: -0.07496 -0.15441 3.95768  0.4579
H: 2.79034 -1.10681 2.21858  0.5763
H: 2.17694 -0.31651 3.67538  0.3527
H: 3.11214 1.05709 1.10388  0.0934
H: 3.94564 0.95439 2.64238  0.5022
H: 2.47614 1.90659 2.51848  0.2494
H: 0.29484 -2.16891 3.16838  0.4109
H: 1.38944 -2.42721 1.80128  0.4069
H: -1.60076 -2.03421 1.61208  0.2678
H: -0.59226 -3.40211 1.14208  0.5588
H: -1.66856 -3.44011 -4.86322  0.5486
C: -4.12726 2.38609 -0.31262  -1.5832
Si: -2.91486 0.91469 -0.13962  0.1163
C: -3.32436 -0.24281 -1.60452  -1.0980
C: -3.48236 0.17839 1.53088  -1.2562
N: -1.17696 1.20429 -0.09812  0.8360
C: -0.58306 2.33159 -0.56902  0.8665
C: 0.82864 2.38379 -0.48752  -0.3309
C: 1.54544 3.47029 -0.95182  -0.6925
C: 0.88104 4.56189 -1.48832  -0.8769
C: -0.50216 4.52579 -1.58412  -0.7762
C: -1.22386 3.43329 -1.15542  -1.0338
H: -5.11226 2.02899 -0.02412  0.3961
H: -4.21656 2.75309 -1.33042  0.4331
H: -3.89086 3.22259 0.33658  0.4493
H: -4.36016 -0.10701 -1.89732  0.5482
H: -3.19276 -1.28991 -1.35842  0.2575
H: -2.71396 -0.02061 -2.47382  0.2844
H: -4.56276 0.08349 1.49858  0.5029
H: -3.24576 0.83649 2.36128  0.3161
H: -3.09316 -0.80861 1.74678  0.3896
H: 1.36464 1.57449 0.04698  0.9457
H: 2.62344 3.48219 -0.87522  0.4986
H: 1.43334 5.43079 -1.80782  0.4235
H: -1.02846 5.36659 -2.00332  0.4474
H: -2.28906 3.43139 -1.26032  0.3079
N: 4.99634 -0.95301 -1.01082  -0.6534
C: 4.42124 -2.24681 -0.63812  -0.5798
C: 2.91054 -2.04281 -0.51742  0.1832
O: 2.08924 -2.88641 -0.30482  -0.5537
O: 2.58304 -0.74761 -0.62132  -0.0902
H: 5.31594 -0.94041 -1.97262  0.2361
H: 5.77004 -0.68101 -0.41812  0.2327
H: 3.47594 -0.30761 -0.85472  0.4658
H: 4.78544 -2.58901 0.33658  0.3361
H: 4.62264 -3.05661 -1.34522  0.3803

***

Record 2
Below is a cluster of 2 separate species, C6H16N3O2 in total, with properties calculated with ωB97M-V with the def2-TZVPD basis set.

2S+1: 1
Total charge: +1
Electronic energy: -15041.269 eV
Energy above the lowest of the compared OMol25 structures with the same formula, charge and spin: 0.0 kJ/mol
Frontier orbital gap: 10.4 eV

Each line ends with the Mulliken charge.
Cartesian coordinates (Å):
O: 0.85936 -1.36369 -1.79175  -0.3953
O: -1.32022 -1.30878 -0.93084  -0.3987
C: -0.23065 -2.10650 -1.31272  -0.3223
C: 0.48074 -0.65114 -2.96999  -0.5071
C: -1.81784 -0.59324 -2.06208  -0.4917
C: -0.71122 0.24866 -2.67962  -0.3225
H: -0.55022 -2.84308 -2.07482  0.3914
H: 0.10721 -2.66943 -0.42143  0.2524
H: 1.37271 -0.08117 -3.29401  0.2962
H: 0.23287 -1.37283 -3.77197  0.3517
H: -2.21629 -1.31113 -2.80459  0.3531
H: -2.66467 0.02054 -1.69930  0.2883
H: -0.41162 1.04543 -1.97191  0.2199
H: -1.06528 0.73813 -3.60724  0.3389
C: 1.22528 0.90051 2.13273  0.8503
N: 1.66630 1.54929 3.21255  -0.3798
N: -0.06625 0.61282 2.01635  -0.1003
N: 2.08786 0.54395 1.17387  -0.3315
C: -1.07284 0.96414 3.01295  -1.1134
H: 1.00945 1.82327 3.94739  0.2099
H: 2.66028 1.77259 3.30569  0.2142
H: -0.37001 0.11481 1.17596  0.1739
H: 1.75347 0.04657 0.34481  0.1241
H: 3.08130 0.76853 1.26958  0.2100
H: -2.05289 0.60425 2.65716  0.3238
H: -1.13036 2.05611 3.15749  0.3800
H: -0.85645 0.49140 3.98573  0.3844

***

Record 3
Below is a structure of composition C20H60F8N3O26S4Y, with properties calculated with ωB97M-V with the def2-TZVPD basis set.

2S+1: 1
Total charge: 0
Electronic energy: -145541.700 eV
Energy above the lowest of the compared OMol25 structures with the same formula, charge and spin: 117.5 kJ/mol
Frontier orbital gap: 8.4 eV

Each line ends with the Mulliken charge.
Cartesian coordinates (Å):
Y: -2.08685 -0.90351 3.42797  1.9960
C: -2.29027 3.12262 5.97419  0.5932
F: -1.00633 2.81196 5.89643  -0.1684
F: -2.52493 3.95955 6.95610  -0.2202
F: -2.65393 3.77043 4.83918  -0.2469
S: -3.28904 1.51885 6.10978  1.1929
O: -2.85594 0.99770 7.39378  -0.6319
O: -4.66460 1.94252 6.02807  -0.6650
O: -2.89960 0.76302 4.91244  -0.6760
C: 2.00313 0.54239 5.44770  0.5719
F: 1.74653 1.79488 5.16592  -0.1520
F: 2.56042 -0.10104 4.42270  -0.2177
F: 2.86313 0.49380 6.46394  -0.2465
S: 0.47707 -0.42464 6.06295  1.2428
O: 0.95352 -1.75775 6.33847  -0.7045
O: -0.03599 0.23933 7.22481  -0.5915
O: -0.43066 -0.34155 4.87179  0.0684
N: -0.70547 -0.22395 1.88759  0.3410
S: 0.07737 -0.62902 0.58062  -0.4561
O: 1.50199 -0.66423 0.58431  -0.4760
O: -0.50152 -0.16485 -0.66153  0.1460
F: -0.43822 -2.16690 0.60815  -0.2788
S: 0.03097 1.33601 1.90504  0.6362
O: -0.46789 2.20117 0.88270  -0.6114
O: 1.39348 1.46342 2.29457  -0.3958
F: -0.78995 1.75675 3.17805  -0.1604
O: -3.06328 -2.29884 1.66509  -0.3155
H: -3.78931 -2.18874 1.03689  0.2723
H: -2.57327 -3.09140 1.34984  0.3331
O: 1.46533 -2.36131 3.01381  -0.4037
H: 1.98503 -3.03375 3.47560  0.2155
H: 2.04701 -1.59076 2.96035  0.0699
O: -3.42836 0.80600 2.32250  -0.2313
H: -3.51064 1.09330 1.38783  0.2348
H: -4.23117 1.12245 2.76371  0.2315
O: -1.07131 -2.99598 3.57141  -0.6085
H: -0.10818 -2.82684 3.47373  0.2451
H: -1.18384 -3.93840 3.35048  0.1059
C: -0.88783 -5.65695 1.16430  -0.3527
C: -0.51851 -6.56012 2.33382  -0.6554
O: -0.13724 -5.75424 3.44893  -0.4590
O: -1.95218 -4.78072 1.54944  -0.3185
H: -1.20168 -6.24950 0.29903  0.4650
H: -0.13114 -4.94504 0.83191  0.2639
H: 0.29508 -7.24754 2.09085  0.3124
H: -1.38365 -7.19658 2.54903  0.3857
H: -0.54316 -6.15228 4.22612  0.2771
H: -2.76618 -5.28018 1.69846  0.1582
C: 2.48699 -6.27645 -1.53955  -0.7563
C: 1.61291 -5.22483 -2.23924  -0.2385
O: 1.08221 -4.22540 -1.38355  -0.1542
O: 1.98412 -6.80587 -0.31992  -0.4593
H: 3.50318 -5.89826 -1.45690  0.3900
H: 2.49976 -7.12246 -2.23550  0.3433
H: 0.80493 -5.76711 -2.75176  0.3533
H: 2.16078 -4.66009 -3.00004  0.1062
H: 0.29717 -3.81355 -1.75347  0.0972
H: 1.06276 -7.00746 -0.52043  0.2508
C: -3.45712 1.32660 -0.96878  0.6558
C: -2.72730 1.90627 -2.15394  -0.3320
O: -3.32545 3.02731 -2.76822  -0.5997
O: -3.60023 2.31245 0.09964  -0.6051
H: -2.94449 0.41314 -0.65152  -0.4548
H: -4.50846 1.05379 -1.13294  0.2966
H: -2.79213 1.08256 -2.87404  0.1382
H: -1.69654 2.07517 -1.82587  0.0999
H: -3.16442 3.82070 -2.24623  0.3977
H: -3.40185 3.15558 -0.30547  0.2496
C: 4.16066 2.10931 1.23432  0.1507
C: 4.04633 2.22694 -0.25918  0.0393
O: 4.82735 1.30704 -1.02398  -0.5601
O: 5.36904 2.66654 1.77991  -0.5603
H: 4.14083 1.05629 1.51768  -0.0158
H: 3.34579 2.65001 1.71153  0.0839
H: 4.30541 3.24523 -0.57868  0.3616
H: 2.99079 2.16264 -0.54441  -0.1372
H: 4.24979 0.79964 -1.60532  0.3591
H: 5.77729 3.19982 1.09094  0.3474
C: -2.93665 -2.31690 -2.11027  0.3475
C: -2.90838 -3.15138 -3.39388  -0.7271
O: -2.00771 -4.26325 -3.23689  -0.5715
O: -3.28675 -3.23128 -1.05978  -0.5326
H: -3.69877 -1.55458 -2.25202  0.2922
H: -1.93877 -1.92546 -1.90880  -0.1695
H: -2.47109 -2.55954 -4.20422  0.4198
H: -3.87884 -3.51424 -3.72781  0.3562
H: -1.59278 -4.49206 -4.06964  0.2994
H: -2.92247 -4.10138 -1.25629  0.2617
C: 2.76156 -2.19169 -4.98121  -1.2085
C: 3.02688 -0.78947 -4.45129  0.3417
C: 1.79713 0.12477 -4.41351  -1.0010
O: 0.74654 -0.56070 -3.73716  0.1681
C: -0.45418 0.11431 -3.95057  -0.0993
N: 3.59571 -0.79567 -3.11318  -0.4896
H: 2.44059 -2.11873 -6.02535  0.3994
H: 2.01841 -2.76887 -4.43034  -0.0150
H: 3.68437 -2.77127 -4.92322  0.4323
H: 3.74223 -0.36855 -5.16522  0.3509
H: 1.54261 0.30128 -5.46204  0.4551
H: 2.00003 1.03860 -3.85727  0.3387
H: -0.48782 1.13722 -3.55973  0.2084
H: -1.31691 -0.36536 -3.48191  -0.6175
H: -0.68742 0.13020 -5.02269  0.4489
H: 2.85186 -1.09820 -2.48441  0.0675
H: 4.36290 -1.42693 -2.92297  0.2283
C: 0.68146 5.15648 -1.05057  -1.3223
C: -0.11334 6.12892 -1.94393  0.9466
C: 0.57203 7.45295 -2.19916  -0.8679
O: 0.65221 8.29814 -1.08855  -0.3085
C: 1.12931 9.58222 -1.43823  -0.7827
N: -0.38907 5.39649 -3.22899  -0.7750
H: 0.03312 4.38035 -0.65065  0.0941
H: 1.05309 5.78896 -0.23701  0.4401
H: 1.59626 4.80580 -1.52907  0.3739
H: -1.08181 6.24033 -1.43924  0.2522
H: 0.19522 7.89950 -3.13272  0.3802
H: 1.57808 7.21627 -2.59013  0.3131
H: 0.45345 10.05915 -2.15299  0.3324
H: 2.17492 9.58344 -1.75116  0.3022
H: 1.04739 10.16933 -0.52218  0.2555
H: -0.72591 4.51260 -2.85559  0.1110
H: -1.20674 5.84310 -3.64200  0.3079